a) DFT (wB97M-V/def2-TZVPD) results for CH2S2 in the gas phase.

Each line ends with the Löwdin charge.
Element x y z (Å)
S (-1.712, -0.309, -0.029)  0.559
C (-0.281, 0.480, 0.006)  -1.176
S (1.275, -0.234, -0.034)  0.706
H (-0.207, 1.600, -0.022)  0.020
H (0.926, -1.536, 0.079)  -0.108

Output
**Highest occupied orbital energy**: -8.93 eV
**Orbital gap**: 8.54 eV

***

b) DFT (wB97M-V/def2-TZVPD) results for CH2S2 in the gas phase.

Each line ends with the Löwdin charge.
Element x y z (Å)
S (1.870, -0.740, -0.022)  0.541
C (0.447, 0.104, -0.057)  -1.094
S (-1.043, -0.809, -0.046)  0.732
H (0.380, 1.193, -0.113)  0.013
H (-1.654, 0.251, 0.238)  -0.192

Output
**Highest occupied orbital energy**: -8.93 eV
**Orbital gap**: 8.47 eV

***

It is b) that is the least stable of them.

***

a) DFT (wB97M-V/def2-TZVPD) results for 2 unconnected molecules or ions with the total composition C3H8O2.

Each line ends with the Löwdin charge.
Element x y z (Å)
C (0.285, -1.371, 1.627)  -0.024
O (-0.097, -0.194, 2.035)  -0.094
H (1.205, -1.605, 1.154)  0.059
H (-0.380, -2.149, 1.872)  0.061
C (-1.068, 0.754, -0.757)  -0.074
C (0.512, 0.791, -0.472)  -0.252
O (1.263, -0.482, -0.813)  -0.133
H (-1.468, 0.045, 0.023)  0.064
H (-1.557, 1.741, -0.648)  0.074
H (-1.358, 0.400, -1.742)  0.053
H (0.771, 1.256, 0.482)  0.092
H (1.023, 1.547, -1.092)  0.093
H (0.869, -0.733, -1.669)  0.080

Output
**Highest occupied orbital energy**: -9.81 eV
**Orbital gap**: 10.39 eV

***

b) DFT (wB97M-V/def2-TZVPD) results for 2 unconnected molecules or ions with the total composition C3H8O2.

Each line ends with the Löwdin charge.
Element x y z (Å)
C (-1.755, 3.760, -1.011)  0.008
C (-1.001, 2.686, -0.951)  -0.289
O (-1.356, 1.618, -0.158)  -0.024
H (-1.549, 4.605, -1.634)  0.047
H (-2.588, 3.855, -0.332)  0.061
H (-0.225, 2.467, -1.676)  0.107
H (-0.537, 1.154, 0.048)  0.089
C (1.214, -3.169, 0.950)  -0.168
O (2.377, -3.988, 0.930)  -0.132
H (0.403, -3.793, 1.328)  0.075
H (0.911, -2.889, -0.060)  0.077
H (1.319, -2.382, 1.693)  0.072
H (2.999, -3.615, 0.286)  0.077

Output
**Highest occupied orbital energy**: -9.35 eV
**Orbital gap**: 9.86 eV

***

c) DFT (wB97M-V/def2-TZVPD) results for 2 unconnected molecules or ions with the total composition C3H8O2.

Each line ends with the Löwdin charge.
Element x y z (Å)
O (3.533, -0.060, -3.006)  0.091
C (2.481, -0.349, -2.528)  -0.366
O (1.333, 0.403, -2.692)  0.027
H (2.331, -1.240, -1.901)  0.136
H (1.646, 1.243, -2.307)  0.112
C (-1.864, -0.623, 1.633)  -0.171
C (-0.981, 0.628, 1.533)  -0.174
H (-2.202, -0.846, 2.643)  0.058
H (-1.286, -1.435, 1.195)  0.059
H (-2.773, -0.494, 1.043)  0.060
H (-0.035, 0.481, 2.054)  0.058
H (-0.734, 0.739, 0.474)  0.053
H (-1.448, 1.554, 1.859)  0.058

Output
**Highest occupied orbital energy**: -11.17 eV
**Orbital gap**: 11.83 eV

***

It is a) that is the least stable of them.

***

a) DFT (wB97M-V/def2-TZVPD) results for 2 unconnected molecules or ions with the total composition C3H8O2.

Each line ends with the Löwdin charge.
Element x y z (Å)
C (2.707, 1.504, -0.149)  0.000
C (1.427, 1.278, 0.065)  -0.271
O (0.785, 0.255, -0.604)  -0.026
H (3.273, 2.346, 0.257)  0.055
H (3.288, 1.001, -0.900)  0.054
H (0.821, 1.651, 0.872)  0.104
H (-0.159, 0.332, -0.437)  0.058
C (-2.277, -0.982, 0.807)  -0.172
O (-2.000, -1.752, -0.345)  -0.115
H (-3.148, -0.377, 0.569)  0.083
H (-2.492, -1.551, 1.714)  0.079
H (-1.436, -0.346, 1.121)  0.061
H (-1.489, -2.545, -0.114)  0.091

Output
**Highest occupied orbital energy**: -9.05 eV
**Orbital gap**: 9.81 eV

***

b) DFT (wB97M-V/def2-TZVPD) results for 2 unconnected molecules or ions with the total composition C3H8O2.

Each line ends with the Löwdin charge.
Element x y z (Å)
C (1.445, 1.633, 0.168)  0.031
C (0.245, 1.072, 0.281)  -0.466
C (-0.454, 0.851, 1.586)  -0.035
O (-0.461, 0.589, -0.799)  0.015
H (2.064, 1.804, 1.030)  0.051
H (1.841, 2.141, -0.700)  0.054
H (-1.102, -0.020, 1.543)  0.078
H (-1.110, 1.715, 1.742)  0.090
H (0.264, 0.787, 2.394)  0.081
H (-0.197, 1.147, -1.542)  0.103
O (-0.497, -3.379, -0.919)  -0.060
H (0.205, -3.210, -1.551)  0.029
H (-1.183, -2.723, -1.073)  0.028

Output
**Highest occupied orbital energy**: -8.95 eV
**Orbital gap**: 9.64 eV

***

It is a) that is the least stable of them.

***

a) DFT (wB97M-V/def2-TZVPD) results for 2 unconnected molecules or ions with the total composition C3H8O2.

Each line ends with the Löwdin charge.
Element x y z (Å)
C (-0.750, -1.762, -0.119)  -0.053
C (-1.804, -0.829, 0.442)  -0.279
O (-2.883, -1.230, 0.873)  0.025
H (-0.693, -2.795, 0.188)  0.077
H (-0.984, -1.745, -1.175)  0.084
H (0.245, -1.366, -0.092)  0.049
H (-1.477, 0.189, 0.151)  0.099
C (1.129, 1.820, -0.144)  -0.178
O (2.071, 0.785, -0.051)  -0.150
H (1.500, 2.822, -0.027)  0.081
H (0.259, 1.476, 0.311)  0.029
H (0.753, 1.844, -1.163)  0.081
H (2.635, 0.792, 0.807)  0.134

Output
**Highest occupied orbital energy**: -9.93 eV
**Orbital gap**: 10.65 eV

***

b) DFT (wB97M-V/def2-TZVPD) results for 2 unconnected molecules or ions with the total composition C3H8O2.

Each line ends with the Löwdin charge.
Element x y z (Å)
O (1.621, -5.158, 0.797)  0.063
C (2.001, -4.279, 0.071)  -0.392
O (2.211, -3.007, 0.443)  0.072
H (2.225, -4.424, -0.983)  0.134
H (2.011, -2.945, 1.394)  0.123
C (-0.733, 2.218, -0.744)  -0.162
C (-1.757, 2.714, 0.289)  -0.174
H (-1.068, 2.480, -1.740)  0.055
H (0.219, 2.733, -0.597)  0.061
H (-0.671, 1.142, -0.619)  0.057
H (-2.172, 1.874, 0.827)  0.053
H (-2.585, 3.261, -0.145)  0.055
H (-1.303, 3.392, 1.007)  0.056

Output
**Highest occupied orbital energy**: -11.05 eV
**Orbital gap**: 11.75 eV

***

c) DFT (wB97M-V/def2-TZVPD) results for C3H8O2 in the gas phase.

Each line ends with the Löwdin charge.
Element x y z (Å)
C (-1.532, 0.349, 0.192)  -0.058
C (-0.310, -0.500, -0.106)  -0.439
O (-0.119, -0.492, -1.505)  -0.042
C (0.952, 0.054, 0.605)  -0.204
O (2.110, -0.081, -0.208)  -0.071
H (-1.371, 1.361, -0.200)  0.086
H (-1.720, 0.415, 1.269)  0.084
H (-2.418, -0.068, -0.295)  0.081
H (-0.488, -1.531, 0.243)  0.139
H (0.788, -0.810, -1.636)  0.084
H (0.803, 1.106, 0.884)  0.120
H (1.150, -0.510, 1.521)  0.122
H (2.155, 0.706, -0.764)  0.097

Output
**Highest occupied orbital energy**: -10.16 eV
**Orbital gap**: 11.04 eV

***

It is a) that is the least stable of them.

***

a) DFT (wB97M-V/def2-TZVPD) results for H3NO2Si in the gas phase.

Each line ends with the Löwdin charge.
Element x y z (Å)
N (0.819, -0.491, 0.237)  -0.121
O (-2.099, -0.470, 0.060)  -0.418
O (1.921, -0.269, -0.225)  0.040
Si (-0.822, 0.234, -0.335)  0.360
H (0.816, -0.872, 1.207)  0.139
H (-0.426, 0.696, -1.650)  -0.029
H (-0.209, 1.172, 0.706)  0.029

Output
**Highest occupied orbital energy (spin up / spin down)**: -9.92 / -9.92 eV
**Orbital gap (spin up / spin down)**: 7.38 / 7.38 eV

***

b) DFT (wB97M-V/def2-TZVPD) results for H3NO2Si in the gas phase.

Each line ends with the Löwdin charge.
Element x y z (Å)
O (1.599, -0.940, 0.884)  0.010
N (0.497, -0.761, 0.395)  -0.567
O (-0.362, -1.583, 0.209)  -0.046
Si (-0.265, 0.773, -0.266)  0.790
H (0.624, 1.839, 0.021)  -0.070
H (-0.500, 0.070, -1.472)  -0.056
H (-1.593, 0.603, 0.230)  -0.060

Output
**Highest occupied orbital energy**: -10.60 eV
**Orbital gap**: 10.83 eV

***

It is b) that is the least stable of them.

***

a) DFT (wB97M-V/def2-TZVPD) results for a molecular structure, C5H7N3.

Each line ends with the Löwdin charge.
Element x y z (Å)
C (-0.901, 0.414, -2.009)  -0.111
C (-0.562, -1.400, -0.059)  -0.018
C (0.173, -0.532, 0.910)  -0.263
C (0.599, -0.032, 2.117)  -0.070
C (0.531, 0.302, -0.081)  -0.430
H (-1.612, 1.032, -1.413)  0.077
H (-1.667, -0.247, -2.524)  0.065
H (-0.239, 0.800, -3.023)  0.146
H (-1.628, -1.122, 0.302)  0.150
H (0.086, -2.370, -0.275)  0.152
H (0.651, -0.696, 3.079)  0.148
H (2.149, 1.755, 2.044)  0.250
N (0.079, -0.392, -1.193)  -0.065
N (1.211, 1.104, 1.717)  -0.104
N (1.128, 1.385, 0.407)  0.072

Output
**Highest occupied orbital energy**: -8.36 eV
**Orbital gap**: 9.34 eV

***

b) DFT (wB97M-V/def2-TZVPD) results for a molecular structure, C5H7N3.

Each line ends with the Löwdin charge.
Element x y z (Å)
C (1.486, -0.313, -0.108)  -0.544
C (-0.032, -0.263, -0.018)  -0.141
C (-0.650, 1.079, -0.051)  -0.074
C (-2.056, 0.810, -0.003)  -0.072
C (-1.124, -1.289, -0.064)  -0.101
H (3.079, 0.954, 0.821)  0.191
H (1.347, 1.790, 0.100)  0.103
H (3.208, -1.413, -0.056)  0.103
H (-0.127, 1.952, -0.569)  0.112
H (-2.997, 1.305, 0.052)  0.076
H (-3.185, -1.215, 0.087)  0.212
H (-1.032, -2.352, 0.117)  0.117
N (2.228, 0.982, -0.131)  -0.029
N (2.099, -1.379, -0.082)  0.078
N (-2.244, -0.649, -0.096)  -0.032

Output
**Highest occupied orbital energy**: -8.08 eV
**Orbital gap**: 8.77 eV

***

c) DFT (wB97M-V/def2-TZVPD) results for C5H7N3 in the gas phase.

Each line ends with the Löwdin charge.
Element x y z (Å)
C (-1.027, -1.714, -0.173)  0.057
C (0.091, -0.811, -0.032)  -0.218
C (1.475, -1.271, 0.002)  -0.089
N (2.489, -0.513, -0.047)  0.071
C (2.279, 0.791, -0.097)  -0.180
C (1.038, 1.322, -0.136)  -0.059
N (-0.054, 0.565, 0.012)  -0.145
N (-1.337, 1.021, -0.150)  0.062
H (-1.971, -1.246, -0.177)  -0.005
H (-0.774, -2.709, -0.151)  0.009
H (1.516, -2.224, 0.199)  0.064
H (3.188, 1.423, -0.234)  0.114
H (0.863, 2.399, -0.167)  0.128
H (-1.942, 1.286, 0.674)  0.130
H (-1.938, 0.272, -0.531)  0.061

Output
**Highest occupied orbital energy**: -7.30 eV
**Orbital gap**: 7.90 eV

***

It is a) that is the least stable of them.